No. 1
ORCA calculation (ωB97M-V/def2-TZVPD) on one molecule with the formula C5H14N2O.

Computed properties:
- SMILES string: C[C@@H](N)CNCCO
- Energy relative to the best compared isomer or geometry (same formula, charge and spin): 47.01 kcal/mol
- LUMO level: 1.031 eV
- Energy: -10438.989 eV
- Gap between HOMO and LUMO: 0.352 Ha

Each line ends with the Mulliken charge.
Geometry (Å):
C 1.325676 -0.384405 -2.398933  -1.368
C 0.506631 -1.033862 -1.269911  0.417
N 1.000655 -2.368637 -0.938207  -0.661
C 0.552296 -0.133187 -0.025503  -0.835
N -0.389574 0.974140 -0.097243  -0.180
C -0.815419 1.578957 1.144212  -0.710
C -1.485146 0.648555 2.144860  -0.314
O -1.952294 1.358083 3.295013  -0.521
H 1.317048 0.695875 -2.239897  0.355
H 2.377325 -0.663003 -2.275205  0.400
H 0.953345 -0.554954 -3.409660  0.323
H -0.500020 -1.089295 -1.682490  0.308
H 1.851092 -2.583933 -1.438712  0.238
H 0.293302 -3.058716 -1.141587  0.230
H 1.581474 0.241223 0.051140  0.200
H 0.416892 -0.789926 0.830690  0.300
H -1.125983 0.763825 -0.759476  0.282
H 0.042249 2.092707 1.574909  0.375
H -1.553214 2.346089 0.875091  0.307
H -2.359161 0.216930 1.672901  0.268
H -0.812790 -0.145942 2.459009  0.282
H -1.224386 1.889474 3.629001  0.304

Forces on atoms 1 to 2 (eV/Å):
C 0.223 0.621 0.574
C 0.550 0.564 -0.659


No. 2
ORCA calculation (ωB97M-V/def2-TZVPD) on C3H7N5 as an isolated structure.

Computed properties:
- Energy relative to the best compared isomer or geometry (same formula, charge and spin): 203.26 kcal/mol
- LUMO level: 0.184 eV
- Energy: -10666.186 eV
- Gap between HOMO and LUMO: 0.304 Ha

Each line ends with the Mulliken charge.
Geometry (Å):
C 0.739476 1.362087 -0.122809  -0.194
C -0.678259 1.447104 -0.188273  -0.537
C -1.198999 0.143153 0.058307  0.461
H 3.049263 0.067983 -0.355461  0.305
H 2.497965 -0.400459 1.462559  0.260
H 1.582678 2.274837 0.196822  0.244
H -1.489627 2.295621 -0.787117  0.217
H -3.011147 0.617431 0.637063  0.248
H -1.336607 -2.508143 0.372697  0.353
H -0.879693 -1.702499 -1.454930  0.276
N 2.357323 -0.551998 0.284952  -0.578
N 1.133670 -0.071073 -0.239515  0.057
N -2.366138 -0.227616 0.368096  -0.670
N -0.119146 -0.747563 0.109433  0.288
N -0.280757 -1.998866 -0.341830  -0.730

Forces on atoms 1 to 2 (eV/Å):
C -0.367 0.547 0.482
C 1.085 3.094 -2.075


No. 3
ORCA calculation (ωB97M-V/def2-TZVPD) on C42H41BeBrO2P2 as an isolated structure.

Computed properties:
- Energy relative to the best compared isomer or geometry (same formula, charge and spin): 9.80 kcal/mol
- LUMO level: -1.037 eV
- Energy: -137330.905 eV
- Gap between HOMO and LUMO: 0.151 Ha

Each line ends with the Mulliken charge.
Geometry (Å):
Be -1.078554 1.994599 -1.650768  -1.425
C -2.178526 1.967694 -3.000199  0.080
C -1.629031 0.705699 -2.778994  -0.207
C -0.401603 0.178643 -3.454120  -0.724
C 0.782002 1.179591 -3.332914  -1.171
C 0.579283 2.164719 -2.214515  2.013
C -0.118109 3.376812 -2.268243  -0.711
C -0.708155 3.883264 -3.542478  -1.291
C -1.711808 2.870247 -4.117089  -1.209
C 1.795233 -0.830426 2.260548  -1.046
H -3.238123 2.103983 -2.781058  0.724
H -2.371298 -0.080779 -2.615081  0.769
H -0.567851 -0.067929 -4.513631  0.457
H -0.154919 -0.780283 -2.960754  0.177
H 1.672212 0.581818 -3.084418  0.181
H 0.970723 1.664574 -4.317507  0.284
H 1.343541 2.094175 -1.453531  -0.524
H 0.120119 4.159116 -1.541473  0.503
H 0.073036 4.135389 -4.277292  0.279
H -1.249386 4.815189 -3.342600  0.385
H -2.549548 3.402679 -4.588544  0.369
H -1.235943 2.283946 -4.911232  0.229
H 1.024619 -0.056290 2.274701  -0.298
H 2.591739 -0.547867 2.958134  0.537
H 1.356751 -1.774908 2.596386  0.503
P -1.163790 -2.258586 1.018714  0.496
P 2.480902 -0.994158 0.623922  2.507
C 0.042552 -2.205544 -0.329319  -0.772
C 1.384910 -1.929714 -0.418314  -0.555
C -2.156627 -3.774289 0.684084  0.665
C -2.051324 -4.523682 -0.497389  -0.794
C -3.073914 -5.404662 -0.853150  -0.517
C -4.162849 -5.612386 -0.009096  -0.615
C -4.192748 -4.982518 1.238439  -0.302
C -3.168850 -4.113612 1.615332  -0.725
C -2.539632 -1.112117 0.538917  1.134
C -2.184315 0.048870 -0.161484  0.709
C -3.121587 1.085901 -0.304311  -0.077
C -4.475111 0.883746 -0.022560  -1.333
C -4.830925 -0.239784 0.712993  -1.022
C -3.866686 -1.200301 1.005866  -0.737
C 4.147912 -1.704554 0.774180  0.115
C 4.328556 -3.093763 0.854523  -0.622
C 5.617882 -3.628390 0.941745  -0.668
C 6.740266 -2.791603 0.952719  -0.447
C 6.564030 -1.405069 0.885087  -0.736
C 5.276510 -0.864346 0.840323  -0.249
C 2.817021 0.662350 -0.033217  0.849
C 2.467086 1.832255 0.657311  -0.765
C 2.795238 3.085400 0.134173  -0.721
C 3.524637 3.191303 -1.049836  -0.419
C 3.975570 2.032725 -1.683494  -0.834
C 3.609967 0.775704 -1.195540  -0.487
H -0.383759 -2.637730 -1.233582  0.493
H 1.875828 -2.281222 -1.339761  0.426
H -1.219652 -4.386073 -1.191574  0.443
H -3.010940 -5.895117 -1.819743  0.395
H -4.968219 -6.270028 -0.315998  0.378
H -5.040681 -5.130012 1.899843  0.395
H -3.225984 -3.603591 2.586641  0.552
H -1.194756 0.067697 -0.657673  -0.659
H -2.904410 2.045360 -0.738262  0.480
H -5.199316 1.621108 -0.392769  0.428
H -5.852986 -0.331784 1.091230  0.391
H -4.167698 -2.056958 1.598030  0.228
H 3.456711 -3.744445 0.843929  0.413
H 5.749126 -4.708962 0.998371  0.386
H 7.749913 -3.218439 1.013500  0.381
H 7.435412 -0.745307 0.864023  0.398
H 5.173816 0.222079 0.836416  0.342
H 1.963561 1.781629 1.623188  0.441
H 2.475307 3.985208 0.659993  0.465
H 3.741223 4.167819 -1.486313  0.430
H 4.615858 2.093193 -2.565196  0.423
H 4.009381 -0.126449 -1.669990  0.449
Br -1.181777 5.020057 3.565528  -0.147
C -1.300875 3.149278 3.784951  -0.162
C -1.437682 2.657921 5.097621  -0.433
C -1.394430 1.278074 5.332807  -0.720
C -1.164546 0.390314 4.281305  -0.709
C -1.159995 0.875410 2.961098  0.734
C -1.273075 2.253839 2.679945  0.187
C -1.510283 2.773609 1.238083  -0.118
O -2.495996 3.513626 1.123766  -0.634
O -0.763690 2.306640 0.240218  0.552
H -1.614914 3.358809 5.903747  0.411
H -1.598767 0.906780 6.331348  0.367
H -1.017667 -0.680384 4.456260  0.376
H -1.065107 0.165177 2.135076  0.253

Forces on atoms 1 to 2 (eV/Å):
Be 0.143 0.654 2.482
C -1.412 1.932 -0.991


No. 4
ORCA calculation (ωB97M-V/def2-TZVPD) on a 2-piece molecular cluster, C4H9NO2 overall.

Computed properties:
- Energy relative to the best compared isomer or geometry (same formula, charge and spin): 88.35 kcal/mol
- LUMO level: 1.028 eV
- Energy: -9876.229 eV
- Gap between HOMO and LUMO: 0.364 Ha

Each line ends with the Mulliken charge.
Geometry (Å):
C 1.815065 -0.504190 1.730651  -0.681
N 0.657426 0.355568 1.899770  -0.547
C -0.440353 -0.206048 2.203398  -0.149
C -1.142140 -0.157604 -0.429868  -0.089
O -0.225127 0.768647 -0.646650  -0.413
O -1.728877 -0.487530 -1.557576  -0.183
C -1.339581 0.125510 -2.796487  -0.597
H 1.610560 -1.561256 1.960308  0.290
H 2.627435 -0.148964 2.371388  0.275
H 2.161209 -0.436253 0.692094  0.223
H 0.174658 0.961385 0.239217  0.507
H -1.343681 0.395410 2.301212  0.315
H -0.539579 -1.286159 2.372996  0.269
H -1.926859 -0.377331 -3.564189  0.221
H -0.272456 -0.018471 -2.971654  0.287
H -1.562050 1.193953 -2.775748  0.272

Forces on atoms 1 to 2 (eV/Å):
C 0.155 -0.104 0.001
N -0.346 -0.254 0.148


No. 5
ORCA calculation (ωB97M-V/def2-TZVPD) on one molecule with the formula C2H9BrSi3.

Computed properties:
- Energy relative to the best compared isomer or geometry (same formula, charge and spin): 94.46 kcal/mol
- LUMO level (alpha / beta): -1.364 / -1.351 eV
- Energy: -95892.187 eV
- Gap between HOMO and LUMO (alpha / beta): 0.295 / 0.248 Ha

Each line ends with the Mulliken charge.
Geometry (Å):
C -0.702243 1.962749 -0.906244  -0.730
C 0.535223 -0.208750 1.353923  -0.878
Si 0.410085 1.664257 0.557745  0.548
Si -1.085741 -1.379023 -1.436200  0.205
Si 0.683573 -1.499080 0.013054  0.414
Br 0.777141 -3.558592 1.089545  -0.322
H -1.752798 2.119400 -0.546646  0.278
H -0.409828 2.801752 -1.617063  0.273
H 1.304622 -0.250594 2.035328  0.420
H -0.360433 -0.465122 2.036143  0.312
H 1.752981 1.958543 0.427986  -0.158
H 0.036486 2.257927 1.835577  -0.148
H -2.411138 -2.019000 -1.212506  -0.059
H -0.690328 -1.858401 -2.906536  -0.052
H 1.912397 -1.526067 -0.724106  -0.104

Forces on atoms 1 to 2 (eV/Å):
C -0.503 1.322 0.669
C -3.327 0.491 -1.795


No. 6
ORCA calculation (ωB97M-V/def2-TZVPD) on one molecule with the formula H3N3O2S.

Computed properties:
- Energy relative to the best compared isomer or geometry (same formula, charge and spin): 64.96 kcal/mol
- LUMO level: -0.032 eV
- Energy: -19443.319 eV
- Gap between HOMO and LUMO: 0.335 Ha

Each line ends with the Mulliken charge.
Geometry (Å):
N 1.889736 0.962877 -0.022112  -0.559
N -1.296073 0.546996 -0.206893  -0.524
N -1.541938 -0.621996 -0.010692  1.077
O -2.643794 -1.206365 0.025433  -0.642
O -0.521273 -1.563492 -0.150160  -0.399
S 0.073753 1.469298 -0.002364  0.157
H 2.267726 1.374845 0.800051  0.271
H 2.419941 1.385074 -0.789088  0.266
H -0.648081 -2.347233 0.355824  0.354

Forces on atoms 1 to 2 (eV/Å):
N -2.202 -0.598 -0.850
N 0.933 0.739 0.186